{
  "formula": "CH29NO13",
  "method": "the ωB97M-V functional and the def2-TZVPD basis",
  "max_force_ha_per_bohr": 0.031,
  "lumo_energy_ev": 0.0,
  "charge": 0,
  "e_above_lowest_kcal_mol": 33.2,
  "species": ["C", "N", "H", "H", "H", "H", "H", "O", "H", "H", "O", "H", "H", "O", "H", "H", "O", "H", "H", "O", "H", "H", "O", "H", "H", "O", "H", "H", "O", "H", "H", "O", "H", "H", "O", "H", "H", "O", "H", "H", "O", "H", "H", "O"],
  "positions_angstrom": [[-1.81990, 1.59412, -2.40597], [-2.30533, 0.68759, -1.65330], [-2.12883, 1.70087, -3.44826], [-0.93564, 2.15763, -2.13048], [-1.78632, 0.55062, -0.78779], [2.03830, 2.30003, -1.36304], [1.05845, 2.77545, -2.36062], [1.78380, 2.14752, -2.28473], [3.69240, 1.15253, -0.13683], [4.52292, 0.15055, 0.67373], [4.35501, 1.11375, 0.55952], [-1.65474, -3.96316, 1.67179], [-0.64885, -3.05233, 0.95219], [-1.56236, -3.39753, 0.89755], [-0.10601, -1.05936, -3.69590], [-1.65114, -1.23139, -4.12981], [-0.79685, -0.85908, -4.34134], [-3.27630, -2.28474, 0.34850], [-3.68160, -0.97840, -0.20763], [-3.42689, -1.36595, 0.64319], [0.42920, -1.21871, 2.62312], [1.33112, -2.16477, 2.12203], [0.77700, -2.08063, 2.91148], [2.23770, -0.93548, -3.25997], [1.47313, 0.24577, -2.90616], [1.44426, -0.71254, -2.74405], [0.55056, 2.21290, 1.40740], [0.22095, 0.99541, 0.45313], [0.80831, 1.76082, 0.58354], [2.06305, -0.40850, 0.30426], [1.95002, 0.53279, 1.39057], [2.01720, -0.45806, 1.26772], [-1.84472, 0.37252, 1.82164], [-1.66317, -0.75418, 0.74897], [-1.24939, 0.02544, 1.15963], [-2.89739, 1.90073, 3.04872], [-2.10527, 2.71360, 2.02789], [-2.00386, 2.04655, 2.71784], [1.56816, 2.79610, 3.21566], [0.18860, 2.31325, 3.63554], [0.63009, 2.91263, 3.02130], [0.56211, -2.18125, -1.30167], [-0.12118, -3.59880, -1.20565], [0.70213, -3.11189, -1.12609]]
}

=====

{
  "formula": "C4H4N2",
  "method": "the ωB97M-V functional and the def2-TZVPD basis",
  "max_force_ha_per_bohr": 0.061,
  "lumo_energy_ev": -0.9,
  "charge": 0,
  "smiles": "[H]/N=C1\\C=CC=N1",
  "e_above_lowest_kcal_mol": 31.7,
  "species": ["C", "C", "C", "C", "H", "H", "H", "H", "N", "N"],
  "positions_angstrom": [[-0.80902, -0.31595, 0.44791], [-0.01040, -0.35723, -0.82384], [1.08017, 0.41343, -0.62665], [0.79994, 1.05520, 0.73080], [-2.03563, -1.67019, -0.09356], [-0.25617, -0.99727, -1.65290], [1.92853, 0.60149, -1.29375], [1.41752, 1.70984, 1.29850], [-1.81888, -1.05345, 0.72350], [-0.29606, 0.61414, 1.28999]]
}

=====

{
  "formula": "C3H8N2O",
  "method": "the ωB97M-V functional and the def2-TZVPD basis",
  "max_force_ha_per_bohr": 0.033,
  "lumo_energy_ev": 0.9,
  "charge": 0,
  "smiles": "CC(=O)NCN",
  "e_above_lowest_kcal_mol": 15.3,
  "species": ["O", "C", "N", "C", "N", "C", "H", "H", "H", "H", "H", "H", "H", "H"],
  "positions_angstrom": [[-1.87911, -0.17389, -0.54990], [-0.98524, 0.53418, -0.11229], [0.23986, -0.02268, 0.18724], [0.51022, -1.45592, 0.10887], [1.75317, -1.71612, -0.61495], [-1.14221, 1.96761, 0.28617], [0.87549, 0.58547, 0.67177], [0.60523, -1.90092, 1.09700], [-0.33045, -1.88284, -0.42126], [1.58794, -1.81160, -1.59650], [2.51499, -1.12466, -0.32020], [-2.19142, 2.24496, 0.14836], [-0.97145, 2.03263, 1.36333], [-0.58701, 2.72377, -0.24764]]
}

=====

| no. | calculated total energy (a.u.) |
| --- | --- |
| 1 | -1088.3362 |
| 2 | -264.2759 |
| 3 | -303.8678 |